1.
{
  "formula": "C3H3EuO2",
  "method": "wB97M-V/def2-TZVPD",
  "symbols": ["C", "O", "C", "C", "O", "H", "H", "H", "Eu"],
  "positions_angstrom": [[0.242, -0.885, -0.762], [-0.370, 0.662, 0.548], [-0.711, 0.059, -0.976], [0.578, -0.426, 0.633], [-1.488, 0.641, -1.703], [0.473, -1.785, -1.323], [0.301, -1.114, 1.448], [1.606, -0.053, 0.775], [-0.632, 2.900, 1.360]],
  "de_lowest_kj_mol": 0.0,
  "gap_ev": [5.83, 6.53],
  "charge": 0,
  "multiplicity": 9,
  "s_squared": 20.01,
  "e_lumo_ev": [-0.2692, -0.5198],
  "total_energy_ev": -26579.46626,
  "fmax_ev_per_a": 1.49
}

---

2.
{
  "formula": "C2H4N3S2",
  "method": "wB97M-V/def2-TZVPD",
  "symbols": ["C", "C", "N", "N", "N", "S", "S", "H", "H", "H", "H"],
  "positions_angstrom": [[0.408, 1.579, -0.269], [-0.870, -0.401, -0.026], [1.510, 1.021, 0.005], [1.890, -0.071, 0.452], [-0.786, 0.889, -0.348], [-2.370, -1.139, -0.089], [2.714, -1.221, -0.282], [0.412, 2.639, -0.476], [-1.573, 1.458, -0.662], [-1.965, -2.361, 0.298], [2.966, -1.893, 0.869]],
  "de_lowest_kj_mol": 84.2,
  "gap_ev": [7.08, 7.08],
  "charge": 1,
  "multiplicity": 1,
  "e_lumo_ev": [-6.0006, -6.0002],
  "total_energy_ev": -28268.15728,
  "fmax_ev_per_a": 1.66
}

---

3.
{
  "formula": "C3H9O2S",
  "method": "wB97M-V/def2-TZVPD",
  "symbols": ["C", "C", "C", "O", "O", "S", "H", "H", "H", "H", "H", "H", "H", "H", "H"],
  "positions_angstrom": [[3.805, 0.133, -0.979], [-1.728, 0.791, -0.601], [-1.925, -0.874, 1.219], [0.379, -0.122, 0.636], [3.069, 0.075, -0.039], [-0.914, -0.722, -0.178], [4.840, 0.045, -0.906], [3.507, 0.221, -2.074], [1.400, -0.140, 0.249], [-2.028, 1.426, 0.291], [-2.713, 0.484, -1.119], [-1.116, 1.358, -1.224], [-1.790, -0.007, 1.901], [-1.864, -1.820, 1.875], [-2.922, -0.850, 0.949]],
  "de_lowest_kj_mol": 94.3,
  "gap_ev": 10.75,
  "charge": 1,
  "multiplicity": 1,
  "e_lumo_ev": -3.7652,
  "total_energy_ev": -18178.07147,
  "fmax_ev_per_a": 4.42
}

---

4.
{
  "formula": "C18H41Cl4CuN4O5",
  "method": "wB97M-V/def2-TZVPD",
  "symbols": ["Cu", "C", "C", "O", "H", "H", "H", "H", "H", "Cl", "C", "C", "Cl", "H", "H", "H", "H", "Cl", "C", "C", "Cl", "H", "H", "H", "H", "C", "O", "N", "C", "C", "H", "H", "H", "H", "H", "H", "H", "C", "O", "N", "C", "C", "H", "H", "H", "H", "H", "H", "H", "C", "O", "N", "C", "C", "H", "H", "H", "H", "H", "H", "H", "C", "O", "N", "C", "C", "H", "H", "H", "H", "H", "H", "H"],
  "positions_angstrom": [[5.613, 4.676, -0.030], [0.984, 0.115, -0.063], [1.292, 0.739, -1.423], [2.418, 1.532, -1.400], [1.726, -0.594, 0.305], [0.154, -0.573, -0.224], [0.704, 0.833, 0.707], [0.435, 1.230, -1.884], [1.434, -0.075, -2.133], [-0.557, -8.356, 1.970], [-1.503, -6.837, 1.909], [-1.955, -6.473, 0.497], [-2.948, -7.814, -0.141], [-0.802, -6.054, 2.198], [-2.276, -6.695, 2.664], [-1.122, -6.315, -0.189], [-2.654, -5.637, 0.521], [1.043, -3.979, -6.387], [1.708, -3.025, -7.761], [0.680, -1.935, -8.032], [-0.776, -2.650, -8.860], [1.939, -3.632, -8.636], [2.645, -2.568, -7.443], [1.108, -1.125, -8.623], [0.385, -1.384, -7.139], [-5.836, 1.256, -1.788], [-6.301, 2.032, -0.933], [-5.985, 1.450, -3.132], [-5.584, 0.361, -4.050], [-6.583, 2.626, -3.654], [-5.335, 0.296, -1.587], [-4.785, 0.802, -4.646], [-6.409, 0.126, -4.723], [-5.252, -0.573, -3.597], [-7.441, 2.332, -4.258], [-6.881, 3.331, -2.878], [-5.861, 3.063, -4.344], [1.057, 7.825, 3.409], [1.578, 7.105, 2.551], [-0.246, 7.926, 3.522], [-0.781, 8.734, 4.611], [-1.178, 7.060, 2.739], [1.600, 8.462, 4.124], [-1.301, 8.099, 5.327], [-1.499, 9.458, 4.225], [-0.045, 9.433, 5.009], [-2.206, 7.423, 2.739], [-0.780, 6.928, 1.733], [-1.216, 6.060, 3.170], [7.933, -3.951, -0.684], [8.595, -3.275, 0.119], [8.546, -4.869, -1.475], [7.802, -5.323, -2.671], [9.967, -5.227, -1.318], [6.884, -3.842, -0.998], [8.036, -4.760, -3.575], [6.734, -5.187, -2.504], [8.056, -6.354, -2.917], [10.618, -4.538, -1.857], [10.150, -5.310, -0.247], [10.256, -6.176, -1.770], [-3.720, 0.106, 5.552], [-3.146, -0.767, 4.947], [-3.087, 1.024, 6.287], [-3.841, 2.172, 6.911], [-1.601, 0.929, 6.368], [-4.816, 0.206, 5.554], [-3.896, 3.050, 6.268], [-3.361, 2.400, 7.863], [-4.903, 1.967, 7.045], [-1.203, 1.787, 5.824], [-1.224, 0.892, 7.390], [-1.182, 0.027, 5.921]],
  "gap_ev": 3.07,
  "charge": 1,
  "multiplicity": 2,
  "s_squared": 0.75,
  "e_lumo_ev": -7.3929,
  "total_energy_ev": -130245.29047,
  "fmax_ev_per_a": 3.03
}

---

5.
{
  "formula": "C4H7N5O2",
  "method": "wB97M-V/def2-TZVPD",
  "symbols": ["C", "C", "C", "C", "N", "N", "N", "N", "N", "O", "O", "H", "H", "H", "H", "H", "H", "H"],
  "positions_angstrom": [[-4.259, -0.897, 0.212], [0.156, -1.284, 0.028], [2.457, -0.187, 0.538], [0.982, -0.030, 0.242], [-4.753, 0.207, 0.666], [-2.965, -0.661, -0.313], [-3.781, 1.140, 0.440], [-2.772, 0.674, -0.059], [0.421, 1.199, 0.070], [0.040, -1.152, 1.284], [-0.239, -2.086, -0.780], [-4.819, -1.871, 0.233], [2.644, -1.112, 1.001], [3.007, 0.540, 1.095], [3.113, -0.021, -0.400], [-2.416, -1.385, -0.749], [0.521, 2.035, 0.768], [-0.485, 1.323, -0.285]],
  "de_lowest_kj_mol": 182.6,
  "gap_ev": 10.96,
  "charge": 0,
  "multiplicity": 1,
  "e_lumo_ev": 0.7094,
  "total_energy_ev": -15804.09521,
  "fmax_ev_per_a": 4.76
}

---

6.
{
  "formula": "C22H32Cl3CoNO5SbSi3",
  "method": "wB97M-V/def2-TZVPD",
  "symbols": ["Co", "O", "C", "O", "C", "C", "C", "C", "C", "N", "C", "O", "O", "H", "H", "H", "Cl", "C", "C", "C", "Cl", "C", "O", "C", "Cl", "C", "H", "H", "C", "Si", "C", "C", "Sb", "Si", "C", "C", "C", "Si", "C", "C", "C", "H", "H", "H", "H", "H", "H", "H", "H", "H", "H", "H", "H", "H", "H", "H", "H", "H", "H", "H", "H", "H", "H", "H", "H", "H", "H", "H"],
  "positions_angstrom": [[-0.392, -0.449, 0.007], [-3.521, 1.808, -0.659], [-2.512, 1.242, -0.293], [-2.075, 0.081, -0.686], [-1.624, 1.856, 0.770], [-1.845, 2.994, 1.523], [-0.910, 3.323, 2.500], [0.213, 2.524, 2.706], [0.361, 1.404, 1.912], [-0.545, 1.119, 0.989], [1.448, 0.349, 1.979], [2.403, 0.496, 2.719], [1.203, -0.655, 1.198], [-2.733, 3.581, 1.335], [-1.059, 4.205, 3.110], [0.963, 2.742, 3.453], [2.016, -2.011, -6.422], [1.304, -2.001, -4.833], [1.515, -0.927, -3.992], [0.940, -0.968, -2.739], [1.193, 0.386, -1.662], [0.153, -2.011, -2.235], [-0.359, -2.024, -1.024], [-0.037, -3.063, -3.156], [-1.035, -4.417, -2.717], [0.527, -3.066, -4.418], [2.111, -0.080, -4.302], [0.347, -3.902, -5.079], [-2.475, 0.273, 4.237], [-1.384, -1.236, 4.311], [0.286, -0.867, 5.026], [-2.187, -2.559, 5.342], [-1.264, -2.103, 1.900], [0.334, -4.116, 1.999], [-0.332, -5.113, 3.426], [0.263, -5.074, 0.430], [2.017, -3.456, 2.360], [-3.730, -2.542, 1.238], [-3.661, -3.380, -0.398], [-4.651, -0.947, 1.185], [-4.441, -3.653, 2.555], [-2.340, 0.882, 5.136], [-3.528, -0.013, 4.175], [-2.250, 0.901, 3.373], [0.142, -0.229, 5.905], [0.974, -0.362, 4.349], [0.767, -1.791, 5.358], [-2.397, -2.125, 6.326], [-1.525, -3.413, 5.488], [-3.127, -2.922, 4.929], [-1.414, -5.255, 3.364], [-0.098, -4.650, 4.387], [0.135, -6.103, 3.408], [-0.685, -5.603, 0.319], [1.074, -5.809, 0.433], [0.386, -4.419, -0.429], [2.061, -2.980, 3.343], [2.310, -2.704, 1.629], [2.733, -4.284, 2.339], [-3.024, -2.809, -1.076], [-4.664, -3.443, -0.832], [-3.250, -4.390, -0.318], [-4.383, -0.371, 0.302], [-4.484, -0.331, 2.071], [-5.720, -1.180, 1.134], [-3.776, -4.477, 2.819], [-5.373, -4.086, 2.175], [-4.683, -3.093, 3.460]],
  "de_lowest_kj_mol": 18.0,
  "gap_ev": [7.66, 6.15],
  "charge": 0,
  "multiplicity": 1,
  "e_lumo_ev": [-0.2708, -1.7855],
  "total_energy_ev": -140430.79297,
  "fmax_ev_per_a": 1.26
}